Record 1
Density functional theory data (ωB97M-V/def2-TZVPD) for a 2-piece molecular cluster, C12H25BrF6N2O2P overall at a distorted geometry.

Calculated values
* strongest force on any atom: 2.861 eV/A
* DFT total energy: -115564.50071 eV
* charge: -1
* gap between HOMO and LUMO: 8.791 eV

Each line ends with the Mulliken charge.
Geometry (Å):
Br 1.1432 0.5479 -3.3091  -0.22
P -1.4382 -5.0803 1.5703  1.00
F -0.6455 -5.3695 2.9534  -0.35
F -1.4191 -3.6537 2.3350  -0.32
F -3.0452 -4.9081 1.4566  -0.34
F -0.1582 -5.7086 0.7928  -0.35
F -1.3414 -4.2458 0.1807  -0.28
F -2.0055 -6.5942 1.6756  -0.33
O -0.2114 -1.0629 1.2123  -0.36
O -0.9846 6.6968 -0.2378  -0.58
N -1.4787 4.8144 -1.6397  -0.34
N 2.5965 -3.5172 1.2398  -0.59
C 0.7127 -0.8867 -1.9640  0.09
C 0.8710 5.1397 -0.4982  -0.31
C 1.5445 -0.6697 -0.6048  -0.87
C 1.0683 -2.2845 -2.6787  -1.09
C -0.6167 5.6425 -0.7780  0.43
C 2.0969 -2.1501 1.5717  -0.80
C -1.6357 1.2348 0.0878  -0.47
C -1.3647 2.3546 -1.0566  -0.18
C -0.5583 1.4762 1.2288  0.02
C 0.9430 -1.6048 0.5414  0.82
C -2.1066 3.7322 -0.7726  -0.65
C 0.0695 0.1667 1.8883  -0.77
H -2.6996 1.4340 0.4579  0.43
H -3.1966 3.5973 -1.0615  0.37
H 0.2897 2.1763 0.9114  -0.32
H -1.0933 2.0402 2.0715  0.33
H -2.2052 5.4600 -1.9705  0.31
H 0.7530 4.1973 0.1414  -0.17
H -0.3469 0.0580 2.9493  0.28
H 2.6039 -1.0037 -0.8392  0.46
H 1.9561 -2.2158 -3.3737  0.36
H 3.4714 -3.4213 0.7226  0.28
H -1.6635 1.9444 -2.0829  0.35
H 1.1863 0.3718 2.0390  0.33
H 1.9050 -4.0887 0.7459  0.26
H -0.2399 2.5460 -1.1398  -0.03
H 1.4507 5.8729 0.1366  0.31
H 2.9941 -1.4469 1.4325  0.36
H 1.7602 -2.0184 2.6440  0.24
H 1.4159 4.8395 -1.4446  0.25
H -1.9568 4.0636 0.2993  0.26
H 1.5520 0.4335 -0.3577  0.34
H -1.5680 0.2458 -0.4462  0.19
H 1.2619 -3.1210 -1.9424  0.27
H 0.5797 -2.5505 0.0065  -0.25
H 0.1561 -2.5791 -3.3027  0.35
H -0.4022 -0.9048 -1.7917  0.26

Record 2
Density functional theory data (ωB97M-V/def2-TZVPD) for a single C19H25N3O5S molecule.

Calculated values
* strongest force on any atom: 0.874 eV/A
* DFT total energy: -45652.93373 eV
* charge: 0
* structure (SMILES): CCCc1c(O)nc(SCC(=O)NCCc2ccc(OC)c(OC)c2)[nH]c1=O
* gap between HOMO and LUMO: 8.514 eV
* relative energy (zero: lowest compared OMol25 entry of this formula, charge and spin): 18.7 kcal per mole

Each line ends with the Mulliken charge.
Geometry (Å):
S 1.5579 -0.7072 -2.5325  -0.11
O 2.1689 -2.3887 0.5856  -0.63
O -3.0003 1.1211 -2.3533  -0.71
O -1.9141 -2.6287 0.3253  -0.55
O -0.3487 2.6864 -0.9381  -0.40
O -0.3012 0.7542 1.1802  -0.34
N -0.9224 0.2225 -2.3062  0.12
N 3.9469 -1.4002 -0.4069  -0.08
N -0.3950 -1.6474 -1.0450  -0.18
C -4.0330 -0.8077 -0.4319  -1.25
C -1.4609 2.9412 -0.1050  -0.73
C -5.5702 -0.3353 1.5096  -1.55
C -2.2732 0.2660 -1.8941  0.14
C 1.9731 2.5608 -1.0224  -0.53
C -0.2269 -0.2672 2.1501  -0.80
C 0.8668 1.2223 0.6443  1.18
C 3.2028 2.0661 -0.6325  -0.83
C 4.5754 -0.9314 0.8076  -0.80
C -2.6268 -0.7651 -0.9531  0.37
C 0.7954 2.1623 -0.4027  0.13
C -0.0678 -0.7163 -1.8738  0.01
C 3.2862 1.1867 0.4329  0.42
C -4.1244 -0.3710 1.0334  0.40
C 4.6061 0.6040 0.8628  -1.06
C 2.2001 -2.2564 -1.8107  -0.90
C 2.7496 -2.0180 -0.4119  0.44
C -1.6648 -1.6552 -0.5622  0.42
C 2.1157 0.7893 1.0660  -0.37
H -6.1485 0.3677 0.9144  0.35
H -3.5545 -1.0707 1.6477  0.18
H 5.5933 -1.3300 0.8671  0.39
H 4.8468 0.9101 1.8832  0.33
H 2.1847 0.0965 1.8875  0.42
H -1.0855 -3.1087 0.4727  0.42
H -0.6161 0.9757 -2.9113  0.28
H 2.9754 -2.6061 -2.4908  0.53
H -4.4205 -1.8253 -0.5208  0.37
H 1.3666 -2.9547 -1.7684  0.42
H -1.1841 3.6008 0.7232  0.35
H 0.3438 -1.1250 1.7821  0.26
H -1.2578 -0.5639 2.3353  0.13
H -2.1888 3.4345 -0.7467  0.25
H -5.6223 -0.0282 2.5518  0.41
H -3.6797 0.6208 1.1414  0.02
H -4.6362 -0.1405 -1.0498  0.43
H 5.3933 0.9777 0.2051  0.38
H 4.0948 2.3818 -1.1526  0.33
H 0.2164 0.0999 3.0814  0.37
H 3.9908 -1.3426 1.6321  0.38
H -6.0257 -1.3190 1.4177  0.34
H 4.3010 -1.0246 -1.2737  0.27
H 1.8929 3.2627 -1.8374  0.44
H -1.8956 2.0241 0.2933  0.13

Record 3
Density functional theory data (ωB97M-V/def2-TZVPD) for a 5-piece molecular cluster, C8H23O8PS overall at a distorted geometry.

Calculated values
* strongest force on any atom: 5.938 eV/A
* DFT total energy: -45172.83142 eV
* charge: 0
* structure (SMILES): O=C1C[C@H](P(O)(O)=S)CO1.CO.CO.CO.CO
* gap between HOMO and LUMO: 9.339 eV
* relative energy (zero: lowest compared OMol25 entry of this formula, charge and spin): 45.8 kcal per mole

Each line ends with the Mulliken charge.
Geometry (Å):
S 2.6669 -0.0786 3.1926  -0.40
P 2.0508 -0.3138 1.3668  0.58
O -2.7977 0.0341 1.5067  -0.49
O 3.4298 -3.7784 0.3498  -0.43
O 1.7062 -1.8240 0.9995  -0.48
O 3.1865 0.1339 0.2970  -0.56
O -2.2346 6.2062 2.3581  -0.53
O -3.0340 -0.3722 -3.3509  -0.42
O 0.1027 -1.8148 -1.8926  -0.41
O -1.3412 1.7504 1.7527  -0.29
C -1.8121 0.5446 1.2406  0.34
C -2.7951 0.9498 -3.8258  -0.59
C 4.7133 -4.2198 -0.0841  -0.59
C 0.5845 0.7183 1.0391  0.46
C -0.0769 1.3503 2.3089  -1.03
C -0.6560 0.1023 0.3181  -0.49
C -0.9874 -2.5216 -2.4853  -0.59
C -2.1433 4.7847 2.4317  -0.40
H -0.3736 0.5291 2.9760  0.44
H -0.5712 -0.9869 0.3764  0.21
H -2.7095 6.5062 3.1393  0.30
H 0.4749 2.1157 2.8400  0.46
H -0.9470 -3.5782 -2.2048  0.32
H 5.1899 -3.4510 -0.6969  0.27
H -3.1418 4.3422 2.4455  0.26
H 4.6214 -5.1441 -0.6593  0.26
H -0.9490 -2.4245 -3.5719  0.29
H -0.7919 0.3615 -0.7275  0.23
H 0.9170 -2.2066 -2.2231  0.23
H -1.6090 4.4289 1.5556  0.15
H -3.3274 1.1179 -4.7651  0.30
H 0.8433 1.6037 0.4447  0.32
H -1.9124 -2.0888 -2.1221  0.16
H 5.3252 -4.4058 0.7948  0.23
H -1.7268 1.0620 -3.9961  0.22
H -1.5958 4.4887 3.3304  0.24
H 3.6899 0.8675 0.6812  0.37
H -3.1193 1.6841 -3.0841  0.26
H 2.8975 -3.6162 -0.4357  0.25
H -3.9818 -0.4584 -3.2041  0.26
H 2.2348 -2.3984 1.5842  0.32

Record 4
Density functional theory data (ωB97M-V/def2-TZVPD) for a single C3H10P2 molecule at a distorted geometry.

Calculated values
* strongest force on any atom: 4.712 eV/A
* DFT total energy: -21847.81050 eV
* charge: 0
* structure (SMILES): C=P(C)(C)P
* gap between HOMO and LUMO: 8.315 eV
* relative energy (zero: lowest compared OMol25 entry of this formula, charge and spin): 33.0 kcal per mole

Each line ends with the Mulliken charge.
Geometry (Å):
P -0.0397 -0.2054 0.0889  0.65
P 1.4388 -0.6711 -1.5913  -0.21
C -0.9741 -1.3773 0.9927  -0.91
C -1.1132 1.2267 -0.5625  -1.04
C 1.1183 0.4509 1.3311  -1.15
H 1.2718 -0.3016 2.0904  0.35
H 0.5905 0.1755 -2.5301  0.05
H -1.6166 -1.8006 0.0993  0.22
H -0.1906 -1.9571 1.3754  0.27
H -0.7148 1.9385 -1.4096  0.35
H 0.8057 -1.8378 -1.9953  0.07
H 2.0827 0.7463 0.9117  0.39
H 0.7104 1.3326 1.7897  0.29
H -1.3146 1.6349 0.3820  0.36
H -2.0546 0.6455 -0.9723  0.29

Record 5
Density functional theory data (ωB97M-V/def2-TZVPD) for a 3-piece molecular cluster, C16H34ClF3O11P2 overall at a distorted geometry.

Calculated values
* strongest force on any atom: 9.299 eV/A
* DFT total energy: -78914.85895 eV
* charge: 0
* structure (SMILES): O=C(COC(F)(F)F)OCCl.CCOP(=O)(OCC)OCC.CCOP(=O)(OCC)OCC
* gap between HOMO and LUMO: 8.169 eV

Each line ends with the Mulliken charge.
Geometry (Å):
Cl 3.1934 0.3331 2.9075  -0.19
P 4.2023 -3.5696 -2.0043  1.17
P -2.2816 4.5443 -1.2714  1.19
F -3.5162 0.2357 4.4596  -0.25
F -1.4904 0.1753 5.5387  -0.24
F -1.6611 1.0040 3.4496  -0.25
O -2.1184 3.8690 -2.6384  -0.72
O 3.2471 -4.6285 -1.1429  -0.35
O 5.0695 -4.6488 -2.6636  -0.73
O 0.9950 -0.9362 3.6314  -0.15
O 3.2334 -3.3194 -3.3317  -0.38
O 3.3859 -2.2616 -1.2783  -0.47
O 1.1360 -2.6470 5.2571  -0.56
O -3.0820 5.8795 -1.8548  -0.38
O -3.5779 3.6191 -0.7834  -0.34
O -1.8535 -1.2377 3.6757  -0.28
O -2.2818 5.3226 0.2452  -0.49
C 3.8494 -5.6171 -0.3170  -0.36
C -3.6557 5.9380 -4.2089  -1.05
C 1.9873 -2.2890 -1.0001  -0.19
C 4.2347 -5.0505 1.0358  -0.92
C 3.5466 -4.7431 -5.2681  -1.05
C -2.1354 -0.0248 4.3141  0.77
C -3.4980 2.2003 -0.8366  -0.51
C 3.8237 -3.3903 -4.6347  -0.38
C -3.6538 4.6901 2.1244  -0.91
C 0.4730 -1.9126 4.5056  0.60
C -1.1244 -2.1626 4.5139  -0.37
C -3.4834 5.6405 0.9444  -0.09
C 1.7688 -2.4559 0.4993  -0.79
C -2.7906 1.6394 0.3814  -0.81
C 2.0016 -0.1201 4.2605  -0.36
C -2.6962 6.4078 -3.1287  -0.37
H 4.7950 -5.7873 1.6160  0.40
H -2.7144 7.4950 -3.0623  0.37
H -3.0053 1.8615 -1.7501  0.34
H -3.3880 1.8056 1.2804  0.15
H 1.6221 0.8735 4.6624  0.28
H 3.3427 -4.7829 1.6064  0.18
H -4.5229 1.8203 -0.8695  0.29
H 3.6626 -5.5658 -4.5587  0.27
H -2.8504 3.9547 2.1794  0.09
H -4.3571 5.6311 0.2925  0.25
H 1.2284 -1.6002 0.9120  0.27
H -4.6081 4.1615 2.0536  0.28
H -3.3720 6.6622 1.3168  0.44
H 4.8399 -4.1459 0.9289  0.26
H 4.7189 -6.0664 -0.8007  0.34
H -3.9198 4.8835 -4.1002  0.27
H -1.2490 -3.1971 4.0240  0.31
H -3.6634 5.2397 3.0693  0.35
H 1.5821 -1.3252 -1.3190  0.43
H 2.5152 -4.7886 -5.6257  0.30
H 2.7085 -2.5457 1.0451  0.13
H 1.4665 -3.0591 -1.5694  0.27
H -2.6367 0.5630 0.2758  0.47
H -3.2268 6.0874 -5.2031  0.34
H 3.1144 -6.4154 -0.1811  0.29
H 3.3906 -2.5983 -5.2444  0.36
H 4.2127 -4.9201 -6.1164  0.35
H -1.8227 2.1245 0.5358  0.23
H 2.6258 -0.6490 5.0451  0.36
H -1.5361 -2.2808 5.5698  0.34
H -1.6670 6.1217 -3.3643  0.33
H -4.5925 6.4971 -4.1511  0.30
H 4.8984 -3.1947 -4.5776  0.33
H 1.1613 -3.3433 0.6990  0.29

> Which of these has the highest gap between HOMO and LUMO?

C8H23O8PS

Please write out number 2 again, unchanged.
Density functional theory data (ωB97M-V/def2-TZVPD) for a single C19H25N3O5S molecule.

Calculated values
* strongest force on any atom: 0.874 eV/A
* DFT total energy: -45652.93373 eV
* charge: 0
* structure (SMILES): CCCc1c(O)nc(SCC(=O)NCCc2ccc(OC)c(OC)c2)[nH]c1=O
* gap between HOMO and LUMO: 8.514 eV
* relative energy (zero: lowest compared OMol25 entry of this formula, charge and spin): 18.7 kcal per mole

Each line ends with the Mulliken charge.
Geometry (Å):
S 1.5579 -0.7072 -2.5325  -0.11
O 2.1689 -2.3887 0.5856  -0.63
O -3.0003 1.1211 -2.3533  -0.71
O -1.9141 -2.6287 0.3253  -0.55
O -0.3487 2.6864 -0.9381  -0.40
O -0.3012 0.7542 1.1802  -0.34
N -0.9224 0.2225 -2.3062  0.12
N 3.9469 -1.4002 -0.4069  -0.08
N -0.3950 -1.6474 -1.0450  -0.18
C -4.0330 -0.8077 -0.4319  -1.25
C -1.4609 2.9412 -0.1050  -0.73
C -5.5702 -0.3353 1.5096  -1.55
C -2.2732 0.2660 -1.8941  0.14
C 1.9731 2.5608 -1.0224  -0.53
C -0.2269 -0.2672 2.1501  -0.80
C 0.8668 1.2223 0.6443  1.18
C 3.2028 2.0661 -0.6325  -0.83
C 4.5754 -0.9314 0.8076  -0.80
C -2.6268 -0.7651 -0.9531  0.37
C 0.7954 2.1623 -0.4027  0.13
C -0.0678 -0.7163 -1.8738  0.01
C 3.2862 1.1867 0.4329  0.42
C -4.1244 -0.3710 1.0334  0.40
C 4.6061 0.6040 0.8628  -1.06
C 2.2001 -2.2564 -1.8107  -0.90
C 2.7496 -2.0180 -0.4119  0.44
C -1.6648 -1.6552 -0.5622  0.42
C 2.1157 0.7893 1.0660  -0.37
H -6.1485 0.3677 0.9144  0.35
H -3.5545 -1.0707 1.6477  0.18
H 5.5933 -1.3300 0.8671  0.39
H 4.8468 0.9101 1.8832  0.33
H 2.1847 0.0965 1.8875  0.42
H -1.0855 -3.1087 0.4727  0.42
H -0.6161 0.9757 -2.9113  0.28
H 2.9754 -2.6061 -2.4908  0.53
H -4.4205 -1.8253 -0.5208  0.37
H 1.3666 -2.9547 -1.7684  0.42
H -1.1841 3.6008 0.7232  0.35
H 0.3438 -1.1250 1.7821  0.26
H -1.2578 -0.5639 2.3353  0.13
H -2.1888 3.4345 -0.7467  0.25
H -5.6223 -0.0282 2.5518  0.41
H -3.6797 0.6208 1.1414  0.02
H -4.6362 -0.1405 -1.0498  0.43
H 5.3933 0.9777 0.2051  0.38
H 4.0948 2.3818 -1.1526  0.33
H 0.2164 0.0999 3.0814  0.37
H 3.9908 -1.3426 1.6321  0.38
H -6.0257 -1.3190 1.4177  0.34
H 4.3010 -1.0246 -1.2737  0.27
H 1.8929 3.2627 -1.8374  0.44
H -1.8956 2.0241 0.2933  0.13

Please write out number 1 again, unchanged.
Density functional theory data (ωB97M-V/def2-TZVPD) for a 2-piece molecular cluster, C12H25BrF6N2O2P overall at a distorted geometry.

Calculated values
* strongest force on any atom: 2.861 eV/A
* DFT total energy: -115564.50071 eV
* charge: -1
* gap between HOMO and LUMO: 8.791 eV

Each line ends with the Mulliken charge.
Geometry (Å):
Br 1.1432 0.5479 -3.3091  -0.22
P -1.4382 -5.0803 1.5703  1.00
F -0.6455 -5.3695 2.9534  -0.35
F -1.4191 -3.6537 2.3350  -0.32
F -3.0452 -4.9081 1.4566  -0.34
F -0.1582 -5.7086 0.7928  -0.35
F -1.3414 -4.2458 0.1807  -0.28
F -2.0055 -6.5942 1.6756  -0.33
O -0.2114 -1.0629 1.2123  -0.36
O -0.9846 6.6968 -0.2378  -0.58
N -1.4787 4.8144 -1.6397  -0.34
N 2.5965 -3.5172 1.2398  -0.59
C 0.7127 -0.8867 -1.9640  0.09
C 0.8710 5.1397 -0.4982  -0.31
C 1.5445 -0.6697 -0.6048  -0.87
C 1.0683 -2.2845 -2.6787  -1.09
C -0.6167 5.6425 -0.7780  0.43
C 2.0969 -2.1501 1.5717  -0.80
C -1.6357 1.2348 0.0878  -0.47
C -1.3647 2.3546 -1.0566  -0.18
C -0.5583 1.4762 1.2288  0.02
C 0.9430 -1.6048 0.5414  0.82
C -2.1066 3.7322 -0.7726  -0.65
C 0.0695 0.1667 1.8883  -0.77
H -2.6996 1.4340 0.4579  0.43
H -3.1966 3.5973 -1.0615  0.37
H 0.2897 2.1763 0.9114  -0.32
H -1.0933 2.0402 2.0715  0.33
H -2.2052 5.4600 -1.9705  0.31
H 0.7530 4.1973 0.1414  -0.17
H -0.3469 0.0580 2.9493  0.28
H 2.6039 -1.0037 -0.8392  0.46
H 1.9561 -2.2158 -3.3737  0.36
H 3.4714 -3.4213 0.7226  0.28
H -1.6635 1.9444 -2.0829  0.35
H 1.1863 0.3718 2.0390  0.33
H 1.9050 -4.0887 0.7459  0.26
H -0.2399 2.5460 -1.1398  -0.03
H 1.4507 5.8729 0.1366  0.31
H 2.9941 -1.4469 1.4325  0.36
H 1.7602 -2.0184 2.6440  0.24
H 1.4159 4.8395 -1.4446  0.25
H -1.9568 4.0636 0.2993  0.26
H 1.5520 0.4335 -0.3577  0.34
H -1.5680 0.2458 -0.4462  0.19
H 1.2619 -3.1210 -1.9424  0.27
H 0.5797 -2.5505 0.0065  -0.25
H 0.1561 -2.5791 -3.3027  0.35
H -0.4022 -0.9048 -1.7917  0.26